Density functional theory data (the ωB97M-V functional and the def2-TZVPD basis) for a molecular structure, C37H57N4PRbS4 at a distorted geometry.

Its orbital gap is 5.574 eV. Its total charge is -1. For the calculated total energy, the calculation gives -3621.284375 hartree. As for the spin multiplicity: 1.

Geometry (Å):
Rb1 0.2739 0.3099 1.0310
C1 0.1639 -3.1516 4.4602
C2 -0.4427 -4.0520 3.3893
S1 -0.2586 -3.3716 1.7079
C3 -1.9454 -3.4791 1.0530
C4 -3.0409 -2.7133 1.7885
S2 -2.6497 -0.9505 2.0284
C5 -2.9634 -0.7100 3.7996
C6 -2.1213 -1.5384 4.7642
S3 -0.3313 -1.4054 4.4296
H1 1.2462 -3.0947 4.3319
H2 -0.0437 -3.5604 5.4511
H3 -1.5051 -4.2255 3.5631
H4 0.0633 -5.0182 3.4175
H5 -2.2304 -4.5301 0.9718
H6 -1.8275 -3.0753 0.0462
H7 -3.2585 -3.1432 2.7664
H8 -3.9493 -2.7671 1.1866
H9 -4.0249 -0.8725 3.9957
H10 -2.7469 0.3501 3.9437
H11 -2.3950 -2.5933 4.7334
H12 -2.2978 -1.1706 5.7762
N1 2.8703 -1.3070 1.9882
C7 4.0468 -0.5686 2.1078
C8 5.1608 -0.9154 1.3425
C9 6.3707 -0.2578 1.4951
C10 6.4865 0.7607 2.4269
C11 5.3806 1.1069 3.1925
C12 4.1523 0.4630 3.0616
C13 3.0085 0.8836 3.9265
C14 3.2571 0.9559 5.3030
C15 2.2837 1.4248 6.1701
C16 1.0646 1.8288 5.6456
C17 0.8302 1.7229 4.2793
C18 1.7675 1.2413 3.3431
H13 2.0832 -0.8528 2.4368
H14 2.6771 -1.6629 1.0637
H15 5.0721 -1.7222 0.6215
H16 7.2243 -0.5494 0.8945
H17 7.4240 1.2890 2.5539
H18 5.4565 1.9188 3.9061
H19 4.2191 0.6401 5.6983
H20 2.4730 1.4794 7.2367
H21 0.2992 2.2209 6.3111
H22 -0.1504 2.0578 3.9241
N2 1.0446 3.7206 -0.0698
C19 -0.0683 4.2758 0.4732
S4 0.0614 5.2987 1.7732
N3 -1.1987 3.9208 -0.2086
C20 -2.5613 4.2177 -0.0248
C21 -3.1427 4.5982 1.1845
C22 -4.5070 4.8371 1.2475
C23 -5.3146 4.6910 0.1299
C24 -4.7422 4.2815 -1.0649
C25 -3.3820 4.0464 -1.1420
H23 1.8630 3.7057 0.5154
H24 0.9546 2.9857 -0.7566
H25 -1.0235 3.4146 -1.0664
H26 -2.5264 4.6989 2.0600
H27 -4.9433 5.1359 2.1924
H28 -6.3778 4.8858 0.1899
H29 -5.3573 4.1432 -1.9452
H30 -2.9408 3.7207 -2.0785
C26 2.3936 0.3524 -3.3456
C27 1.6985 -1.0118 -3.4685
C28 2.3927 -1.9431 -2.4563
C29 1.9059 -1.5256 -4.8919
P1 -0.1091 -0.7316 -2.8030
N4 -0.1930 -0.5219 -1.3081
C30 -1.1245 -2.2573 -3.4550
C31 -2.4423 -2.2623 -2.6589
C32 -1.4051 -2.3728 -4.9525
C33 -0.3387 -3.4976 -3.0060
C34 -0.8027 0.7859 -3.8252
C35 -0.3342 2.0423 -3.0691
C36 -0.4774 0.9246 -5.3100
C37 -2.3257 0.7424 -3.6407
H31 3.4765 0.2293 -3.4479
H32 2.1953 0.7875 -2.3638
H33 2.0691 1.0463 -4.1209
H34 3.4577 -1.7017 -2.3792
H35 2.3155 -2.9938 -2.7339
H36 1.9387 -1.8051 -1.4707
H37 2.9805 -1.5390 -5.1068
H38 1.4248 -0.8821 -5.6298
H39 1.5321 -2.5407 -5.0287
H40 -3.2367 -1.7143 -3.1648
H41 -2.2669 -1.7953 -1.6850
H42 -2.7977 -3.2870 -2.5026
H43 -2.1119 -1.6184 -5.2980
H44 -1.8460 -3.3544 -5.1606
H45 -0.4934 -2.2820 -5.5446
H46 -0.0259 -3.3917 -1.9648
H47 0.5427 -3.6661 -3.6234
H48 -0.9706 -4.3890 -3.0849
H49 0.6635 2.3658 -3.3631
H50 -0.3331 1.7952 -1.9995
H51 -1.0198 2.8788 -3.2572
H52 0.5844 1.1105 -5.4758
H53 -1.0286 1.7792 -5.7200
H54 -0.7668 0.0387 -5.8757
H55 -2.5696 0.5485 -2.5939
H56 -2.7962 -0.0209 -4.2584
H57 -2.7664 1.7042 -3.9286